No. 1
51
Properties=species:S:1:pos:R:3 method="wB97M-V/def2-TZVPD" e_homo_ha="-0.636 / -0.636" molar_mass_g_mol=553.66 charge=+3
Pb 4.431 -6.804 15.418
C 3.075 -10.682 17.574
C 2.520 -10.250 18.772
C 2.511 -8.896 19.090
C 3.055 -7.993 18.173
N 3.520 -8.415 16.993
C 3.560 -9.715 16.698
C 3.097 -6.514 18.392
C 2.791 -5.943 19.627
C 2.835 -4.574 19.780
C 3.159 -3.793 18.683
C 3.436 -4.400 17.469
N 3.419 -5.748 17.336
C 3.793 -3.596 16.245
C 3.684 -2.197 16.163
C 4.046 -1.567 14.988
C 4.572 -2.297 13.938
C 4.603 -3.676 14.071
N 4.227 -4.307 15.196
H 3.090 -11.731 17.294
H 2.090 -10.977 19.459
H 2.104 -8.565 20.027
H 3.915 -9.981 15.701
H 2.546 -6.565 20.467
H 2.616 -4.126 20.743
H 3.172 -2.716 18.782
H 3.284 -1.646 16.990
H 3.940 -0.509 14.921
H 4.902 -1.827 13.014
H 4.880 -4.316 13.230
N 8.009 -5.430 17.022
N 7.660 -6.658 16.943
H 8.372 -4.991 16.190
H 8.063 -4.982 17.937
H 7.387 -7.123 17.797
H 7.916 -7.160 16.108
C 0.210 -6.237 11.427
C 0.188 -7.132 12.662
C 0.147 -8.627 12.199
C -1.014 -6.918 13.636
C 1.403 -7.095 13.376
C 2.397 -7.043 14.175
H -0.677 -6.507 10.865
H 1.086 -6.443 10.816
H 0.153 -5.198 11.720
H -0.819 -8.708 11.694
H 0.112 -9.342 13.024
H 0.972 -8.874 11.507
H -1.888 -7.176 13.018
H -1.084 -5.902 13.990
H -1.028 -7.610 14.480

No. 2
55
Properties=species:S:1:pos:R:3 method="wB97M-V/def2-TZVPD" smiles="CCOC(=O)c1cccc(NC(=O)CCc2nnc3ccc(N4CCOCC4)nn23)c1" e_homo_ha=-0.308 molar_mass_g_mol=424.46
C -4.710 -3.290 0.626
C -3.494 -3.006 -0.244
H -3.782 -2.397 -1.108
H -3.022 -3.932 -0.578
O -2.479 -2.318 0.488
C -2.591 -0.994 0.593
O -3.481 -0.344 0.093
C -1.465 -0.386 1.341
C -0.222 -1.001 1.365
C 0.872 -0.340 1.917
C 0.689 0.900 2.527
C -0.567 1.483 2.543
C -1.640 0.864 1.929
H -2.615 1.325 1.900
H -0.700 2.439 3.027
H 1.534 1.404 2.964
N 2.129 -0.929 1.784
C 3.322 -0.261 1.683
O 3.486 0.889 2.014
C 4.412 -1.104 1.050
H 4.353 -2.144 1.370
H 5.378 -0.689 1.337
C 4.272 -1.022 -0.485
C 3.045 -1.692 -0.983
N 2.902 -2.979 -1.218
N 1.672 -3.221 -1.654
C 1.028 -2.071 -1.692
C -0.281 -1.703 -2.069
C -0.639 -0.405 -1.916
C 0.302 0.547 -1.381
N 1.548 0.219 -1.094
N 1.871 -1.063 -1.259
N -0.049 1.829 -1.168
C -1.402 2.330 -1.307
H -2.124 1.599 -0.932
H -1.626 2.546 -2.361
C -1.546 3.609 -0.485
O -0.665 4.630 -0.895
C 0.603 4.155 -1.310
H 0.624 4.095 -2.408
C 0.944 2.789 -0.728
H 0.982 2.830 0.367
H 1.921 2.458 -1.084
H 1.339 4.898 -0.990
H -2.554 4.014 -0.600
H -1.383 3.370 0.576
H -1.620 -0.070 -2.205
H -0.945 -2.453 -2.465
H 4.245 0.027 -0.786
H 5.135 -1.510 -0.940
H 2.115 -1.878 1.433
H -0.101 -1.974 0.911
H -5.435 -3.867 0.060
H -4.416 -3.854 1.508
H -5.169 -2.356 0.940

No. 3
47
Properties=species:S:1:pos:R:3 method="wB97M-V/def2-TZVPD" smiles="O=C(CCCCCCCC(=O)c1ccccc1)c1ccccc1" e_homo_ha=-0.346 molar_mass_g_mol=308.42
O 2.594 2.103 1.850
C 1.946 1.418 1.091
C 2.608 0.505 0.122
C 3.835 -0.051 0.481
C 4.489 -0.919 -0.371
C 3.938 -1.223 -1.605
C 2.731 -0.656 -1.981
C 2.063 0.195 -1.121
H 1.132 0.642 -1.433
H 2.307 -0.881 -2.950
H 4.450 -1.897 -2.277
H 5.433 -1.354 -0.079
H 4.256 0.208 1.441
C 0.432 1.423 1.112
C -0.132 2.616 0.328
C -1.610 2.866 0.631
C -2.555 1.729 0.234
C -2.656 1.506 -1.282
C -2.040 0.195 -1.773
C -2.870 -1.041 -1.404
C -2.772 -1.462 0.047
O -3.753 -1.546 0.752
C -1.418 -1.790 0.575
C -1.213 -1.662 1.950
C 0.022 -1.929 2.508
C 1.067 -2.349 1.701
C 0.868 -2.508 0.339
C -0.363 -2.226 -0.225
H -0.501 -2.368 -1.286
H 1.678 -2.852 -0.286
H 2.035 -2.558 2.131
H 0.170 -1.813 3.571
H -2.042 -1.340 2.564
H -2.543 -1.888 -2.013
H -3.923 -0.857 -1.626
H -1.968 0.237 -2.863
H -1.030 0.088 -1.377
H -2.163 2.333 -1.799
H -3.704 1.524 -1.587
H -2.236 0.811 0.726
H -3.543 1.969 0.629
H -1.718 3.047 1.703
H -1.919 3.778 0.114
H 0.007 2.461 -0.743
H 0.433 3.509 0.606
H 0.049 0.483 0.722
H 0.125 1.526 2.155

No. 4
47
Properties=species:S:1:pos:R:3 method="wB97M-V/def2-TZVPD" smiles="O=C(CCCCCCCC(=O)c1ccccc1)c1ccccc1" e_homo_ha=-0.341 molar_mass_g_mol=308.42
O 4.641 1.362 -1.111
C 3.928 0.968 -0.213
C 2.693 1.708 0.158
C 2.133 2.537 -0.816
C 0.987 3.261 -0.555
C 0.388 3.179 0.692
C 0.939 2.369 1.670
C 2.081 1.636 1.408
H 2.501 1.029 2.195
H 0.473 2.304 2.641
H -0.503 3.753 0.906
H 0.561 3.891 -1.322
H 2.616 2.593 -1.781
C 4.243 -0.324 0.512
C 3.601 -1.509 -0.226
C 2.078 -1.427 -0.250
C 1.441 -2.679 -0.853
C -0.084 -2.575 -0.872
C -0.713 -2.816 0.503
C -2.085 -2.151 0.602
C -1.937 -0.646 0.735
O -0.967 -0.138 1.252
C -3.040 0.185 0.188
C -2.725 1.468 -0.259
C -3.706 2.288 -0.783
C -5.017 1.842 -0.848
C -5.341 0.575 -0.390
C -4.359 -0.256 0.119
H -4.626 -1.236 0.485
H -6.364 0.233 -0.432
H -5.787 2.483 -1.252
H -3.452 3.276 -1.137
H -1.698 1.796 -0.194
H -2.606 -2.502 1.498
H -2.695 -2.397 -0.268
H -0.799 -3.888 0.688
H -0.078 -2.388 1.279
H -0.495 -3.295 -1.585
H -0.356 -1.576 -1.222
H 1.807 -2.803 -1.875
H 1.741 -3.562 -0.284
H 1.705 -1.276 0.764
H 1.768 -0.560 -0.838
H 3.907 -2.432 0.271
H 3.983 -1.537 -1.249
H 5.327 -0.455 0.506
H 3.892 -0.305 1.542

No. 5
52
Properties=species:S:1:pos:R:3 method="wB97M-V/def2-TZVPD" smiles="COC(=O)CCCC1=CC2=CC(=O)[C@](C)(OC(=O)C3CCCC3)C(=O)C2=CO1" e_homo_ha=-0.301 molar_mass_g_mol=388.42
C -1.495 -2.031 1.756
H -1.864 -2.016 2.779
H -1.044 -3.001 1.537
H -0.749 -1.249 1.604
O -2.630 -1.832 0.918
C -2.426 -1.371 -0.313
O -1.344 -1.092 -0.764
C -3.733 -1.274 -1.075
H -4.145 -2.284 -1.122
H -3.516 -0.933 -2.088
C -4.747 -0.351 -0.392
H -4.739 -0.546 0.680
H -5.746 -0.573 -0.772
C -4.451 1.130 -0.654
C -3.059 1.504 -0.245
C -2.138 2.044 -1.065
C -0.805 2.336 -0.608
C 0.147 2.948 -1.365
C 1.474 3.191 -0.874
O 2.278 3.959 -1.354
C 1.870 2.270 0.324
C 0.759 2.279 1.369
O 0.912 2.665 2.502
C -0.575 1.996 0.780
C -1.577 1.501 1.530
O -2.806 1.240 1.063
H -1.455 1.256 2.575
C 3.214 2.653 0.925
H 3.963 2.702 0.140
H 3.504 1.920 1.675
H 3.127 3.626 1.399
O 1.983 0.981 -0.322
C 1.629 -0.089 0.364
O 1.117 -0.033 1.461
C 1.872 -1.367 -0.402
H 0.959 -1.496 -0.992
C 3.110 -1.309 -1.317
C 3.788 -2.666 -1.136
C 3.536 -2.984 0.334
H 4.188 -2.373 0.960
C 2.078 -2.573 0.534
H 1.419 -3.390 0.240
H 1.855 -2.309 1.567
H 3.708 -4.031 0.576
H 3.305 -3.416 -1.765
H 4.847 -2.635 -1.387
H 3.779 -0.515 -0.985
H 2.842 -1.108 -2.352
H -0.089 3.315 -2.352
H -2.385 2.244 -2.095
H -5.162 1.734 -0.084
H -4.578 1.356 -1.713

No. 6
63
Properties=species:S:1:pos:R:3 method="wB97M-V/def2-TZVPD" e_homo_ha=-0.263 molar_mass_g_mol=936.19
Al 1.081 0.077 1.755
N 3.365 -2.658 4.207
C 2.811 -1.642 3.556
S 1.176 -1.867 3.010
N 3.548 -0.543 3.394
N 2.883 0.402 2.721
C 3.454 1.526 2.463
C 2.630 2.498 1.751
C 3.073 3.754 1.371
C 2.188 4.601 0.723
C 0.892 4.176 0.474
C 0.528 2.901 0.865
N 1.375 2.083 1.488
H 2.925 -3.572 4.130
H 4.344 -2.598 4.437
H 4.473 1.734 2.766
H 4.090 4.050 1.581
H 2.509 5.587 0.414
H 0.177 4.808 -0.031
H -0.460 2.501 0.679
O 0.092 -0.129 -8.132
C 0.310 -1.045 -7.156
O 0.308 -2.212 -7.423
C 0.560 -0.512 -5.781
C 1.196 -1.349 -4.871
C 1.495 -0.912 -3.593
C 1.137 0.376 -3.201
S 1.540 1.091 -1.632
C 0.452 1.201 -4.093
C 0.179 0.763 -5.375
H 0.227 0.764 -7.788
H 1.457 -2.351 -5.183
H 1.989 -1.580 -2.901
H 0.132 2.185 -3.776
H -0.385 1.416 -6.031
C -3.725 -1.370 -0.449
C -2.427 -0.991 -1.132
N -1.532 -0.312 -0.192
C -1.807 -0.039 1.090
N -0.804 0.279 1.919
C -1.171 0.711 3.272
C -2.318 -0.137 3.785
C -3.500 0.100 2.871
N -3.096 -0.021 1.474
C -4.138 -0.240 0.472
H -3.566 -2.268 0.147
H -4.498 -1.579 -1.188
H -2.612 -0.319 -1.974
H -1.916 -1.882 -1.502
H -0.543 -0.419 -0.393
H -1.444 1.774 3.274
H -0.298 0.596 3.921
H -2.582 0.118 4.810
H -2.019 -1.187 3.746
H -3.923 1.097 3.041
H -4.287 -0.633 3.056
H -4.308 0.685 -0.089
H -5.057 -0.482 1.004
Se 1.860 -5.646 2.809
Sb 0.528 -4.525 1.174
Se -1.616 -3.606 1.701
Se 1.189 -4.509 -1.098
Se 1.858 -0.720 -0.367

No. 7
57
Properties=species:S:1:pos:R:3 method="wB97M-V/def2-TZVPD" e_homo_ha=-0.073 molar_mass_g_mol=529.43 charge=-2
Na -0.012 -1.980 -0.946
C -3.656 2.735 4.863
C -2.546 1.890 4.294
C -2.252 0.639 4.829
C -1.253 -0.157 4.284
C -0.530 0.283 3.181
C -0.811 1.532 2.644
C -1.805 2.326 3.199
S 0.686 -0.799 2.398
O 1.515 0.118 1.622
O 1.347 -1.423 3.540
N -0.091 -1.735 1.463
C -0.848 -2.815 2.087
C -1.270 -3.948 1.112
O -2.093 -4.756 1.588
O -0.744 -3.964 -0.032
H -3.840 2.492 5.911
H -4.593 2.576 4.321
H -3.420 3.800 4.800
H -2.812 0.281 5.687
H -1.016 -1.121 4.714
H -0.240 1.865 1.788
H -2.009 3.304 2.773
H -1.781 -2.447 2.540
H -0.275 -3.296 2.889
O 0.715 -1.083 -2.978
C 0.274 -0.299 -3.865
C 0.829 -0.269 -5.188
C 0.376 0.578 -6.172
C -0.670 1.476 -5.932
C -1.231 1.487 -4.665
C -0.792 0.652 -3.639
C -1.402 0.771 -2.313
N -1.577 -0.165 -1.406
C -2.169 0.435 -0.322
C -2.364 1.759 -0.567
N -1.886 1.963 -1.846
H 1.640 -0.963 -5.383
H 0.839 0.541 -7.154
H -1.041 2.127 -6.713
H -2.066 2.155 -4.466
H -2.375 -0.124 0.577
H -2.763 2.555 0.037
H -1.775 2.843 -2.315
C 4.421 -1.909 -2.154
As 3.102 -1.461 -0.748
C 4.394 -1.341 0.728
C 3.023 0.453 -1.150
H 5.269 -1.220 -2.124
H 3.931 -1.839 -3.125
H 4.782 -2.930 -2.017
H 5.228 -0.694 0.446
H 4.769 -2.336 0.972
H 3.873 -0.937 1.595
H 4.034 0.866 -1.208
H 2.458 0.935 -0.354
H 2.502 0.577 -2.098

No. 8
57
Properties=species:S:1:pos:R:3 method="wB97M-V/def2-TZVPD" multiplicity=2 e_homo_ha="-0.765 / -0.765" s2=0.802 molar_mass_g_mol=515.38 charge=+4
Ru 0.537 -0.674 0.431
C -1.716 1.056 -2.687
C -0.622 1.060 -1.835
N -0.612 -0.053 -1.093
N -1.707 -0.774 -1.438
C -2.374 -0.123 -2.409
B -1.831 -2.176 -0.839
N -0.474 -2.908 -1.142
C -0.098 -4.018 -1.784
C 1.282 -4.204 -1.643
C 1.706 -3.172 -0.856
N 0.641 -2.380 -0.527
N -1.968 -2.020 0.712
C -2.715 -2.618 1.651
C -2.328 -2.189 2.915
C -1.266 -1.345 2.694
N -1.052 -1.234 1.359
N -3.069 -2.890 -1.440
C -4.335 -2.782 -1.142
C -5.087 -3.532 -2.124
C -4.075 -4.047 -3.000
N -2.892 -3.679 -2.628
H -1.985 1.792 -3.425
H 0.177 1.774 -1.754
H -3.259 -0.531 -2.870
H -0.814 -4.639 -2.295
H 1.870 -5.010 -2.050
H 2.696 -2.943 -0.489
H -3.462 -3.351 1.389
H -2.750 -2.479 3.863
H -0.654 -0.808 3.403
H -4.715 -2.217 -0.302
H -6.162 -3.629 -2.191
H -4.209 -4.675 -3.870
C 1.649 5.377 1.444
N 2.057 4.664 0.179
C 3.501 4.911 -0.185
C 1.596 3.233 0.068
C 2.119 2.201 1.047
C 3.065 2.431 2.027
C 3.533 1.437 2.913
C 3.064 0.140 2.868
C 2.119 -0.102 1.881
C 1.602 0.877 1.022
H 1.775 6.443 1.275
H 2.282 5.065 2.268
H 0.606 5.154 1.653
H 1.527 5.135 -0.559
H 4.152 4.556 0.604
H 3.629 5.984 -0.307
H 3.719 4.402 -1.121
H 1.859 2.928 -0.946
H 0.508 3.267 0.142
H 3.497 3.412 2.151
H 4.291 1.708 3.638
H 3.426 -0.629 3.536
H 1.746 -1.179 1.819